This record from the Open Molecules 2025 dataset describes C28H36CeCl2N6O6PS as an isolated structure at a distorted geometry. The level of theory is ωB97M-V/def2-TZVPD.

Molecular weight, g mol⁻¹: 826.69
HOMO (alpha / beta), eV: -8.1 / -8.1
2S+1: 2

Positions of all 81 atoms, in Å:
Ce: -1.54218 0.50320 -0.88485
Cl: -3.05319 0.97447 1.48550
C: -2.40062 2.56379 1.90336
C: -2.26496 2.82363 3.25400
C: -1.77416 4.05761 3.64333
C: -1.43440 4.99060 2.67660
C: -1.58244 4.69278 1.33252
Cl: -1.12381 5.92661 0.19791
C: -2.07279 3.45799 0.88171
S: -2.30630 3.14069 -0.83721
H: -2.54134 2.07156 3.97987
H: -1.65866 4.29149 4.69288
H: -1.04825 5.96126 2.95473
N: 0.35207 0.40919 0.19918
P: 1.36084 -0.68123 0.66483
N: 1.49377 -0.69607 2.32198
C: 2.20694 -1.77521 3.00445
C: 1.27298 -2.90901 3.41667
C: 0.13005 -2.35997 4.26974
C: -0.57469 -1.20493 3.56255
C: 0.42973 -0.13532 3.15360
N: 1.03984 -2.23037 0.08619
C: -0.25796 -2.61446 -0.47305
C: -0.08644 -3.36782 -1.78190
C: 0.58529 -4.72132 -1.51288
C: 1.50411 -4.62240 -0.28773
C: 2.10335 -3.23037 -0.15043
N: 2.95976 -0.51120 0.21121
C: 3.72241 0.50349 0.98559
C: 5.01291 0.84516 0.26262
C: 4.72807 1.55088 -1.07012
C: 3.39443 1.06933 -1.65383
C: 3.14579 -0.37717 -1.25692
H: 2.66805 -1.34853 3.90555
H: 3.02861 -2.12197 2.37967
H: 1.83189 -3.67311 3.96314
H: 0.86842 -3.38036 2.51511
H: 0.54643 -1.98969 5.21520
H: -0.57685 -3.15063 4.52831
H: -1.34742 -0.77165 4.20384
H: -1.08189 -1.57862 2.66490
H: 0.90456 0.28021 4.05250
H: -0.04089 0.68478 2.61594
H: -0.86305 -1.73480 -0.63852
H: -0.84755 -3.21830 0.22812
H: 0.53002 -2.75975 -2.45185
H: -1.05652 -3.50346 -2.26445
H: 1.15128 -5.04146 -2.38974
H: -0.17740 -5.48340 -1.34120
H: 2.31428 -5.35067 -0.35229
H: 0.94710 -4.85780 0.62303
H: 2.66999 -2.99115 -1.05734
H: 2.81890 -3.21246 0.66608
H: 3.93020 0.09790 1.97379
H: 3.13026 1.41560 1.13095
H: 5.57407 -0.07843 0.09396
H: 5.63118 1.46796 0.91110
H: 5.53915 1.34987 -1.77370
H: 4.70367 2.63274 -0.92501
H: 3.38642 1.16498 -2.74153
H: 2.56433 1.67032 -1.27632
H: 3.97947 -1.00857 -1.58279
H: 2.25525 -0.76226 -1.75655
O: -5.50677 -0.83045 -1.30667
C: -4.38232 -0.52847 -1.60950
O: -3.25312 -0.93515 -1.04649
C: -4.10158 0.49122 -2.69619
C: -2.86258 0.47395 -3.30128
C: -2.40295 1.58043 -3.98007
C: -3.20497 2.65387 -4.26508
C: -4.49636 2.58092 -3.76113
C: -4.95432 1.56345 -2.95649
N: -5.39484 3.74340 -4.03593
O: -4.96246 4.60894 -4.76566
O: -6.47358 3.74703 -3.49143
N: -0.92617 1.64402 -4.18359
O: -0.48317 2.31688 -5.06888
O: -0.26325 1.01826 -3.35550
H: -2.24840 -0.41413 -3.24067
H: -2.85303 3.52967 -4.78954
H: -5.93230 1.61204 -2.49791

Here are the Löwdin charges for atoms 1 to 4, given in e: number 1, Ce, carries 0.696; number 2, Cl, carries 0.789; number 3, C, carries -0.588; number 4, C, carries -0.113

This record from the Open Molecules 2025 dataset describes the molecule C28H36Cl2N2O. The level of theory is ωB97M-V/def2-TZVPD.

SMILES string: CCCCCCN(CCCCCC)C(=O)Cc1c(-c2ccc(Cl)cc2)[nH]c2ccc(Cl)cc12
Molecular weight, g mol⁻¹: 487.51
HOMO, eV: -8.1

Positions of all 69 atoms, in Å:
C: 7.03906 0.11989 0.85511
C: 5.71483 0.73423 0.41846
C: 5.03675 1.48160 1.56446
C: 3.75740 2.20550 1.14410
C: 2.63697 1.25049 0.74359
C: 1.34732 2.00402 0.41210
N: 0.27040 1.08924 0.06611
C: 0.23519 0.64317 -1.21011
O: 1.00229 1.07240 -2.05370
C: -0.81840 -0.39786 -1.58487
C: -0.59287 -1.71264 -0.91403
C: -1.53099 -2.49142 -0.26986
N: -0.90303 -3.57538 0.30413
C: 0.42812 -3.53280 0.01510
C: 1.45742 -4.40085 0.35730
C: 2.73069 -4.08388 -0.06090
C: 2.96590 -2.92655 -0.81223
C: 1.96076 -2.05768 -1.16978
C: 0.66579 -2.36109 -0.74533
H: 2.16076 -1.17923 -1.76141
Cl: 4.59284 -2.59290 -1.30851
H: 3.56049 -4.72717 0.18482
H: 1.26850 -5.29430 0.93284
H: -1.37751 -4.32629 0.77583
C: -2.95455 -2.25005 -0.08463
C: -3.73989 -1.74915 -1.12430
C: -5.07667 -1.46285 -0.92653
C: -5.64609 -1.68226 0.31842
C: -4.89041 -2.20000 1.35934
C: -3.55423 -2.48167 1.15456
H: -2.96131 -2.86040 1.97446
H: -5.34524 -2.37211 2.32205
Cl: -7.31483 -1.31325 0.57409
H: -5.67828 -1.07403 -1.73298
H: -3.30278 -1.60683 -2.10008
H: -0.74143 -0.51463 -2.66999
H: -1.81187 -0.02075 -1.34620
C: -0.54763 0.63035 1.16629
H: -1.03910 -0.30279 0.89974
H: 0.12439 0.41990 2.00631
C: -1.60923 1.63643 1.63852
C: -2.84658 1.72053 0.74267
C: -2.64352 2.59352 -0.49479
C: -3.82701 2.49686 -1.45469
C: -3.60921 3.34224 -2.70312
H: -2.71123 3.02085 -3.22628
H: -3.49236 4.39061 -2.43790
H: -4.45472 3.25216 -3.38111
H: -3.97142 1.45253 -1.74430
H: -4.73624 2.82267 -0.94389
H: -2.51757 3.63276 -0.18200
H: -1.73383 2.30097 -1.01926
H: -3.67377 2.13528 1.32430
H: -3.14445 0.71159 0.44466
H: -1.16589 2.62891 1.73349
H: -1.92317 1.31830 2.63514
H: 1.52211 2.65637 -0.44650
H: 1.03094 2.61221 1.26162
H: 2.93088 0.68008 -0.13645
H: 2.45008 0.54357 1.55659
H: 3.97734 2.87047 0.30640
H: 3.41367 2.82503 1.97746
H: 4.80588 0.77709 2.36761
H: 5.73799 2.21846 1.96507
H: 5.06080 -0.05891 0.05599
H: 5.89055 1.42628 -0.40798
H: 7.72955 0.89095 1.19150
H: 7.49940 -0.41808 0.02984
H: 6.88227 -0.57976 1.67360

Here are the Löwdin charges for atoms 1 to 4, given in e: number 1, C, carries -0.117; number 2, C, carries -0.277; number 3, C, carries -0.229; number 4, C, carries -0.213

Computed relative energy (zero: lowest compared OMol25 entry of this formula, charge and spin), in the same sequence as the records: 0.0, 5.2 kJ/mol.